62
Properties=species:S:1:pos:R:3 method="wB97M-V/def2-TZVPD" max_force_ev_per_a=2.778 total_charge=0 energy_ha=-2625.5634 orbital_gap_ev="7.80 / 7.56" homo_energy_ev="-8.40 / -8.40" relative_energy_ev=2.728 multiplicity=5
N 0.569 2.282 3.488
H -2.055 -3.047 -3.582
C -3.514 1.702 0.135
H 3.616 6.497 1.366
C 2.454 3.845 3.151
H 4.310 -1.335 1.607
B -1.753 -0.359 -2.403
C 1.917 2.414 2.948
H -2.333 -0.566 -3.452
C 0.923 2.197 -2.383
N -0.664 0.709 -2.684
C 3.389 -1.677 1.110
C 1.534 2.191 1.426
H -4.487 -0.172 -2.410
H 1.686 2.081 -4.469
H 2.930 -0.778 0.693
H 5.988 0.720 4.724
C -0.100 0.927 -3.880
N -0.176 1.649 -1.790
H 3.088 6.128 5.615
C 2.887 4.599 2.064
C 4.352 -0.669 4.845
C 4.937 0.545 4.489
C 2.576 4.386 4.441
N -0.650 -2.166 -0.802
C 3.377 6.489 3.508
H 1.174 0.001 3.808
N 0.228 2.541 1.290
H 2.935 4.138 1.078
C 2.246 0.147 3.950
H 3.674 -2.284 0.245
C 2.830 1.354 3.567
N -2.368 1.414 -0.550
C -4.047 0.456 -1.634
H 2.710 -2.166 1.741
C 0.945 1.812 -3.721
H 2.513 -1.789 4.840
H 4.937 -1.447 5.339
H 4.672 2.516 3.659
C -0.428 2.442 2.511
O -1.637 2.446 2.663
H 0.109 -3.926 0.067
H 3.722 7.517 3.646
H -3.442 2.236 1.069
N -1.320 -1.870 -1.960
C -4.606 1.165 -0.571
H -5.643 1.198 -0.301
O 2.216 1.702 0.515
C -1.527 -3.052 -2.639
C 2.997 -0.858 4.565
C 3.015 5.708 4.612
C 3.317 5.921 2.238
H -0.446 0.340 -4.745
C -0.416 -3.471 -0.740
H -0.927 -5.159 -2.093
C -0.965 -4.104 -1.896
H 0.272 2.383 4.461
C 4.190 1.555 3.865
N -2.711 0.486 -1.520
H 2.369 3.776 5.327
Cr -0.958 2.802 -0.328
H 1.599 2.802 -1.790

---

13
Properties=species:S:1:pos:R:3 method="wB97M-V/def2-TZVPD" max_force_ev_per_a=4.006 total_charge=0 energy_ha=-915.2182 orbital_gap_ev=10.66 homo_energy_ev=-11.60 relative_energy_ev=0.000 smiles="O=C(F)N=C(N(F)F)N(F)F.F"
F -0.164 -2.715 0.321
N -0.363 -1.411 0.688
N 0.805 0.302 -0.560
F -0.772 0.076 -2.473
F 0.521 -1.137 1.735
O 2.960 0.262 0.164
F -2.191 -0.971 -1.248
H -1.454 2.790 0.691
C 1.834 0.617 0.266
F -1.700 2.142 1.216
F 1.499 1.616 1.147
N -0.912 -0.983 -1.540
C -0.062 -0.589 -0.406

---

16
Properties=species:S:1:pos:R:3 method="wB97M-V/def2-TZVPD" max_force_ev_per_a=4.227 total_charge=0 energy_ha=-5456.3388 orbital_gap_ev=8.26 homo_energy_ev=-8.98 relative_energy_ev=1.327
C 0.188 -1.190 -0.208
H 2.467 1.730 0.455
C -0.361 0.090 -0.147
Br -4.569 -0.408 0.185
H 2.025 -2.403 0.061
C -2.780 -0.871 -0.126
C -1.876 0.359 -0.208
H -0.461 -2.004 -0.269
H -2.172 1.264 0.336
Br -0.013 2.988 0.153
H 3.484 -0.595 0.420
C 1.883 0.937 0.272
H -2.248 0.690 -1.235
C 0.540 1.159 0.021
C 2.393 -0.338 0.306
C 1.500 -1.407 -0.014

---

17
Properties=species:S:1:pos:R:3 method="wB97M-V/def2-TZVPD" max_force_ev_per_a=5.255 total_charge=+1 energy_ha=-703.2116 orbital_gap_ev="7.69 / 7.69" homo_energy_ev="-12.59 / -12.59" relative_energy_ev=4.367
C 1.835 -0.875 -0.146
H 2.956 -0.916 -0.144
H -0.835 -2.659 0.553
H 1.028 1.978 -1.001
H 1.389 -3.031 0.350
H 2.671 1.401 -0.851
N -0.291 -1.944 0.162
H -3.679 1.365 -0.311
C -0.974 -0.833 0.276
S -2.074 -0.226 -0.649
C -2.740 1.213 0.258
H -2.719 0.775 1.261
C 1.041 -2.105 0.185
H -2.240 2.152 -0.044
H 1.788 2.028 0.651
C 1.713 1.478 -0.342
N 1.129 0.199 -0.207

---

9
Properties=species:S:1:pos:R:3 method="wB97M-V/def2-TZVPD" max_force_ev_per_a=6.942 total_charge=0 energy_ha=-371.5133 orbital_gap_ev=8.66 homo_energy_ev=-10.03 relative_energy_ev=2.913 smiles=Oc1cnnnn1
N -0.987 -0.934 -0.945
O -0.371 1.173 1.922
N 1.089 0.480 0.048
N 1.337 -0.397 -1.076
N 0.121 -0.771 -1.633
C -0.012 0.500 0.715
H 0.378 1.514 2.326
C -1.056 -0.322 0.348
H -1.917 -0.616 1.170

---

15
Properties=species:S:1:pos:R:3 method="wB97M-V/def2-TZVPD" max_force_ev_per_a=8.835 total_charge=0 energy_ha=-545.1604 orbital_gap_ev="8.01 / 8.02" homo_energy_ev="-8.70 / -8.70" relative_energy_ev=8.221
C 0.492 -1.866 0.092
H 1.557 -2.099 0.509
O 0.515 -0.665 -3.113
N 0.526 2.503 -1.902
H 0.025 3.542 0.590
C 0.296 1.899 -0.678
N 0.027 2.606 0.462
H 0.306 -2.029 -0.986
O 0.562 1.620 -2.845
O -0.228 0.045 1.439
C 0.267 0.505 -0.673
N 0.435 0.324 -2.501
H -0.159 -2.561 0.751
H -0.358 1.957 1.254
C 0.144 -0.462 0.384